1.
C28H24AsF6GeNO2ReSSe | the ωB97M-V functional and the def2-TZVPD basis

The geometry in ORCA input format:
```
! RIJCOSX wB97M-V def2-TZVPD def2/J DEFGRID3
* xyz 1 1
Re 0.0197 2.7449 0.7037
Se 0.9393 4.9073 0.4742
C 1.7579 5.1657 2.1982
C 3.0901 5.5614 2.2844
C 3.6497 5.7828 3.5317
C 2.8852 5.6339 4.6781
C 1.5603 5.2332 4.5845
C 0.9912 4.9955 3.3478
H 3.6902 5.6665 1.3906
H 4.6857 6.0754 3.6096
H 3.3226 5.8249 5.6456
H 0.9683 5.1121 5.4774
H -0.0423 4.6804 3.2622
S -4.1515 2.8462 2.4910
C -2.7637 3.0066 1.8200
N -1.6731 3.1482 1.3308
O 2.3145 0.2837 -1.3087
C 1.4516 1.1214 -1.3219
O 1.2439 1.9844 -0.3705
C 0.4635 1.2842 -2.4795
C 0.2067 -0.0403 -3.1925
Ge -0.2970 -1.5287 -1.9048
C -1.9195 -0.9353 -0.9116
C -2.6810 0.1232 -1.3951
C -3.8293 0.5175 -0.7349
C -4.2338 -0.1592 0.4046
C -3.4859 -1.2193 0.8904
C -2.3417 -1.6213 0.2240
C 1.4420 -2.2547 -1.2094
C 1.7440 -2.2849 0.1368
C 3.0485 -2.5535 0.5230
C 4.0108 -2.8321 -0.4291
C 3.6860 -2.8451 -1.7772
C 2.3879 -2.5826 -2.1683
C -1.0915 -3.2882 -2.5907
C -2.2537 -3.2148 -3.3350
C -2.8927 -4.3869 -3.7136
C -2.3886 -5.6120 -3.3157
C -1.2252 -5.6762 -2.5722
C -0.5759 -4.5080 -2.1969
H 0.8981 2.0114 -3.1743
H -0.4542 1.7209 -2.0694
H 1.1111 -0.3500 -3.7158
H -0.5843 0.1004 -3.9301
H -2.3888 0.6401 -2.3000
H -4.4106 1.3415 -1.1206
H -5.1427 0.1335 0.9055
H -3.7993 -1.7414 1.7812
H -1.7644 -2.4585 0.5929
H 0.9957 -2.0669 0.8851
H 3.2932 -2.5402 1.5746
H 5.0180 -3.0647 -0.1199
H 4.4360 -3.0591 -2.5241
H 2.1179 -2.6076 -3.2178
H -2.6659 -2.2621 -3.6367
H -3.7952 -4.3311 -4.3046
H -2.9165 -6.5200 -3.5661
H -0.8177 -6.6288 -2.2668
H 0.3310 -4.5659 -1.6124
F -0.5215 0.4942 1.0615
As -0.1566 0.2296 2.8989
F 1.5082 0.2999 2.3593
F -0.3167 -1.4639 2.6469
F 0.1877 0.0260 4.5473
F -1.8724 0.4482 3.1098
F -0.0030 2.0580 3.1145
*
```

Its HOMO-LUMO gap (spin up / spin down) is 2.997 / 2.973 eV. The energy is -9076.1252 Eh. The value obtained for the HOMO energy (spin up / spin down) is -10.715 / -10.715 eV. For the energy above the lowest of the compared OMol25 structures with the same formula, charge and spin, the calculation gives 313.47 kJ/mol.

Löwdin population analysis, charges in e, atoms 1 to 2:
1 Re 1.4495
2 Se 0.9075


2.
C5H6N2 | the ωB97M-V functional and the def2-TZVPD basis

The geometry in ORCA input format:
```
! RIJCOSX wB97M-V def2-TZVPD def2/J DEFGRID3
* xyz 0 1
C -0.9566 0.3815 -1.9725
C 0.9224 -0.8262 -1.7757
C -0.7815 0.1860 -0.6043
C -0.4444 -0.5649 0.6639
C 0.3576 0.6775 2.4121
N 0.0970 -0.2922 -2.6359
N 0.4056 -0.4888 -0.4906
H -1.6158 1.0787 -2.4798
H 1.8367 -1.2848 -2.1398
H -1.0341 -1.3724 1.0374
H 0.7772 1.5910 2.0412
H 0.9137 -0.1141 2.9070
H -0.4778 1.0286 3.0371
*
```

Its HOMO-LUMO gap (spin up / spin down) is 9.128 / 9.127 eV. The energy is -303.3997 Eh. The value obtained for the HOMO energy (spin up / spin down) is -8.592 / -8.591 eV. For the energy above the lowest of the compared OMol25 structures with the same formula, charge and spin, the calculation gives 620.73 kJ/mol.

Löwdin population analysis, charges in e, atoms 1 to 2:
1 C -0.0997
2 C -0.1342


3.
C25H23F12N3O5PdS | the ωB97M-V functional and the def2-TZVPD basis

The geometry in ORCA input format:
```
! RIJCOSX wB97M-V def2-TZVPD def2/J DEFGRID3
* xyz 0 5
Pd -1.2511 -0.9159 -0.1300
C -0.6855 5.4705 0.5635
C -0.3091 4.0510 0.2389
C 0.7092 3.3977 0.9246
C 1.0305 2.0887 0.6243
C 0.3350 1.3971 -0.3668
N 0.6206 0.0332 -0.5629
C 1.7696 -0.4017 -1.0739
C 2.7102 0.5487 -1.5754
C 3.9257 0.1695 -2.0705
C 4.2784 -1.1810 -2.0951
C 5.5997 -1.6304 -2.6412
C 3.3518 -2.1216 -1.6360
C 2.1009 -1.7944 -1.1528
C 1.1668 -2.9325 -0.6788
O -0.1409 -2.6678 -0.4225
C 1.7765 -3.5186 0.6326
F 3.0219 -4.0136 0.4821
F 1.0227 -4.5023 1.1225
F 1.8489 -2.5503 1.5544
C 1.0867 -4.0339 -1.7954
F 0.7421 -3.4529 -2.9546
F 2.2185 -4.7294 -2.0166
F 0.1490 -4.9375 -1.5048
C -0.7041 2.0307 -1.0655
C -0.9900 3.3543 -0.7532
C -1.4493 1.2751 -2.1826
O -1.3411 -0.0845 -2.1141
C -0.8247 1.7037 -3.5373
F -1.4567 1.1489 -4.5733
F -0.8335 3.0351 -3.7222
F 0.4577 1.3102 -3.5809
C -2.9736 1.6186 -2.1636
F -3.4445 1.5023 -0.9141
F -3.6602 0.7622 -2.9284
F -3.2745 2.8555 -2.5980
H 0.1005 5.9689 1.1296
H -0.8700 6.0446 -0.3444
H -1.5993 5.4998 1.1605
H 1.2592 3.9213 1.6980
H 1.8203 1.5693 1.1538
H 2.4278 1.5915 -1.5757
H 4.6122 0.9173 -2.4481
H 6.3589 -0.8574 -2.5280
H 5.9441 -2.5365 -2.1440
H 5.5117 -1.8542 -3.7075
H 3.6512 -3.1560 -1.6684
H -1.7664 3.8714 -1.2995
N -2.6493 -2.2408 -1.2267
N -3.9749 -2.0421 -0.8054
C -4.1459 -1.1747 0.3013
O -5.2583 -0.8262 0.6184
O -3.0378 -0.8705 0.9225
H -2.4693 -1.9324 -2.1782
H -2.3297 -3.1881 -1.0546
H -4.6375 -1.8715 -1.5473
O -0.5371 -0.9181 2.0961
S -1.1846 0.2796 2.7714
C -2.3465 -0.3985 3.9955
C -1.8864 0.0501 5.3777
C -0.3613 0.0694 5.3266
C -0.0137 0.8236 4.0492
H -2.2470 -1.4755 3.8507
H -3.3543 -0.1004 3.7156
H -2.2679 -0.6207 6.1474
H -2.2653 1.0509 5.5993
H 0.0241 -0.9504 5.2647
H 0.0803 0.5430 6.2036
H 0.9829 0.6277 3.6566
H -0.1540 1.9013 4.1569
*
```

Its HOMO-LUMO gap (spin up / spin down) is 8.724 / 6.976 eV. The energy is -3231.3374 Eh. The value obtained for the HOMO energy (spin up / spin down) is -8.509 / -9.245 eV. For the energy above the lowest of the compared OMol25 structures with the same formula, charge and spin, the calculation gives 11.95 kJ/mol.

Löwdin population analysis, charges in e, atoms 1 to 2:
1 Pd 1.2746
2 C -0.0402


4.
C5H16N3 | the ωB97M-V functional and the def2-TZVPD basis

The geometry in ORCA input format:
```
! RIJCOSX wB97M-V def2-TZVPD def2/J DEFGRID3
* xyz 1 1
C -0.2080 1.5265 1.2084
C 1.7919 -0.5592 1.1421
C 1.0852 -1.3069 -1.2221
C -1.9075 0.1275 -0.5247
C -0.0273 0.6847 -0.0978
N -2.0094 -1.0989 0.1660
N 0.4707 1.4456 -1.2499
N 0.6474 -0.6258 0.0600
H -0.6372 1.0167 1.9512
H -0.7783 2.3042 0.8857
H 0.7121 1.7978 1.6075
H 2.4681 -1.2954 0.8882
H 2.1881 0.3869 1.1630
H 1.2218 -0.6694 2.0482
H 1.5787 -2.2613 -1.0810
H 0.1949 -1.4561 -1.8359
H 1.7553 -0.5896 -1.8665
H -2.4212 0.8586 -0.0420
H -2.1071 -0.0346 -1.5836
H -2.2192 -1.8842 -0.4440
H -2.6571 -1.0500 0.9392
H 1.2853 2.0032 -0.8936
H -0.4003 1.9375 -1.6882
H -0.0271 -1.2578 0.4697
*
```

Its HOMO-LUMO gap is 10.440 eV. The energy is -364.0472 Eh. The value obtained for the HOMO energy is -13.032 eV. For the energy above the lowest of the compared OMol25 structures with the same formula, charge and spin, the calculation gives 336.43 kJ/mol.

Löwdin population analysis, charges in e, atoms 1 to 2:
1 C -0.0015
2 C 0.0885


5.
C3H4F2N3 | the ωB97M-V functional and the def2-TZVPD basis

The geometry in ORCA input format:
```
! RIJCOSX wB97M-V def2-TZVPD def2/J DEFGRID3
* xyz 1 1
N 2.2304 0.5111 -0.1295
C 0.7259 -0.0903 0.0065
N 0.6256 -1.3891 0.0072
N -0.5501 -1.7411 0.0122
C -1.5458 -0.6905 0.1439
C -0.5715 0.6435 0.0450
F -0.7083 1.6015 0.9529
F -0.8391 1.2436 -1.1165
H 2.0654 1.5133 -0.4605
H 2.8180 -0.3067 -0.0778
H -1.8942 -0.6776 1.2344
H -2.3563 -0.6176 -0.6177
*
```

As for the SMILES: [NH2+]=C1N=NCC1(F)F. Its HOMO-LUMO gap (spin up / spin down) is 7.433 / 7.434 eV. The energy is -480.2618 Eh. The value obtained for the HOMO energy (spin up / spin down) is -15.748 / -15.747 eV. For the energy above the lowest of the compared OMol25 structures with the same formula, charge and spin, the calculation gives 249.92 kJ/mol.

Löwdin population analysis, charges in e, atoms 1 to 2:
1 N 0.2719
2 C -0.0058


6.
CH2IOP | the ωB97M-V functional and the def2-TZVPD basis

The geometry in ORCA input format:
```
! RIJCOSX wB97M-V def2-TZVPD def2/J DEFGRID3
* xyz 0 3
C -0.3157 -1.3109 -0.5519
O 1.0206 1.4223 -0.3499
P 0.5836 0.0213 0.4778
I -1.9842 -0.0537 0.1987
H 1.1278 2.1568 0.1564
H -0.4322 -2.2359 0.0690
*
```

Its HOMO-LUMO gap (spin up / spin down) is 6.004 / 7.169 eV. The energy is -753.4150 Eh. The value obtained for the HOMO energy (spin up / spin down) is -6.144 / -9.258 eV. For the energy above the lowest of the compared OMol25 structures with the same formula, charge and spin, the calculation gives 215.26 kJ/mol.

Löwdin population analysis, charges in e, atoms 1 to 2:
1 C -0.6155
2 O -0.4077


7.
C23H28N2O6S | the ωB97M-V functional and the def2-TZVPD basis

The geometry in ORCA input format:
```
! RIJCOSX wB97M-V def2-TZVPD def2/J DEFGRID3
* xyz 0 1
C -1.2744 -3.6033 2.6988
C -2.3761 -2.5740 2.4646
O -2.6339 -2.3384 1.0921
C -1.7794 -1.5781 0.3692
C -0.6449 -0.9402 0.8548
C 0.1500 -0.1648 0.0202
C 1.3957 0.4787 0.5939
C 1.6666 1.8369 0.0003
C 0.7513 2.9189 0.3713
O 0.7901 4.0448 -0.0708
O -0.1604 2.5047 1.2699
C -1.1925 3.4280 1.6051
C -2.3870 3.2888 0.6543
C -3.0546 1.9298 0.8411
C -3.3760 4.4259 0.8878
C 2.6638 1.9935 -0.9061
C 3.0586 3.2802 -1.5402
N 3.3631 0.9003 -1.3588
C 3.2822 -0.2232 -0.7590
S 4.1552 -1.5296 -1.5152
C 3.8601 -2.8621 -0.3016
C 3.9526 -2.2899 1.0993
C 2.7720 -1.3779 1.3561
O 2.0669 -1.4744 2.3349
N 2.5448 -0.4290 0.3939
C -0.1764 -0.0196 -1.3184
C -1.3121 -0.6361 -1.8158
C -2.0999 -1.4107 -0.9885
O -3.2279 -2.0622 -1.4836
C -4.3133 -1.3215 -1.7657
C -5.4243 -2.2023 -2.2708
O -4.3717 -0.1305 -1.6323
H -0.3037 -3.2253 2.3887
H -1.4922 -4.5087 2.1374
H -1.2289 -3.8468 3.7566
H -2.1485 -1.6332 2.9792
H -3.3265 -2.9565 2.8473
H -0.3631 -1.0257 1.8912
H 1.2740 0.5722 1.6796
H -0.7870 4.4442 1.5592
H -1.4824 3.1874 2.6304
H -2.0007 3.3566 -0.3682
H -3.5605 1.8869 1.8041
H -3.7814 1.7430 0.0553
H -2.3084 1.1405 0.8040
H -3.7314 4.4154 1.9163
H -4.2312 4.3131 0.2268
H -2.9112 5.3892 0.6916
H 3.3557 4.0007 -0.7815
H 3.8778 3.1015 -2.2303
H 2.2108 3.7126 -2.0676
H 4.6312 -3.6079 -0.4867
H 2.8795 -3.3008 -0.4928
H 3.9279 -3.0844 1.8471
H 4.8841 -1.7297 1.2168
H 0.4404 0.5800 -1.9699
H -1.5953 -0.5168 -2.8500
H -6.3172 -1.6067 -2.4323
H -5.6201 -2.9872 -1.5451
H -5.1173 -2.6702 -3.2032
*
```

As for the SMILES: CCOc1cc([C@@H]2C(C(=O)OCC(C)C)=C(C)N=C3SCCC(=O)N32)ccc1OC(C)=O. Its HOMO-LUMO gap is 8.339 eV. The energy is -1852.4274 Eh. The value obtained for the HOMO energy is -8.394 eV. For the energy above the lowest of the compared OMol25 structures with the same formula, charge and spin, the calculation gives 0.00 kJ/mol.

Löwdin population analysis, charges in e, atoms 1 to 2:
1 C -0.0540
2 C -0.2298


8.
C3H6O2 | the ωB97M-V functional and the def2-TZVPD basis

The geometry in ORCA input format:
```
! RIJCOSX wB97M-V def2-TZVPD def2/J DEFGRID3
* xyz 0 1
C 0.3489 -0.9633 -1.1333
C 0.0847 -0.3938 0.2297
O 0.2675 -1.0454 1.2407
C -0.3294 1.0562 0.3862
O -0.6857 1.2885 1.7092
H 1.3897 -1.2988 -1.1711
H 0.1572 -0.2482 -1.9378
H -0.2901 -1.8423 -1.2594
H -1.1328 1.3487 -0.3061
H 0.5717 1.6200 0.0775
H -0.3817 0.4783 2.1643
*
```

As for the SMILES: CC(=O)CO. Its HOMO-LUMO gap is 11.126 eV. The energy is -268.3775 Eh. The value obtained for the HOMO energy is -10.285 eV. For the energy above the lowest of the compared OMol25 structures with the same formula, charge and spin, the calculation gives 72.77 kJ/mol.

Löwdin population analysis, charges in e, atoms 1 to 2:
1 C -0.0080
2 C -0.4180